{"formula": "C28H79BeN6O12", "method": "ωB97M-V/def2-TZVPD", "species": ["O", "C", "H", "H", "H", "H", "H", "H", "H", "C", "C", "H", "H", "C", "H", "H", "O", "H", "C", "C", "H", "H", "H", "C", "H", "N", "H", "H", "H", "H", "H", "H", "H", "C", "H", "O", "H", "C", "H", "H", "H", "C", "H", "H", "N", "H", "N", "H", "H", "H", "C", "H", "H", "H", "H", "H", "H", "N", "H", "H", "C", "C", "O", "H", "H", "O", "H", "C", "O", "H", "H", "H", "H", "H", "O", "N", "H", "H", "O", "O", "H", "H", "H", "O", "C", "H", "C", "H", "H", "C", "H", "H", "H", "H", "C", "H", "C", "H", "C", "O", "N", "H", "H", "C", "C", "H", "C", "H", "H", "C", "C", "O", "C", "H", "H", "H", "H", "H", "H", "H", "C", "H", "H", "H", "C", "Be"], "xyz": [[-0.465935, 0.278898, -0.619269], [0.662689, -0.206282, -0.413289], [1.101005, -5.560942, 2.190878], [0.961453, 4.258097, 4.561248], [4.283942, 3.167128, -2.121696], [-4.839683, -0.726390, 5.116933], [-4.373150, -0.579651, 2.696905], [-2.635270, 1.410517, -3.042078], [-2.800967, -2.474574, -1.392278], [-5.418632, 4.342940, 2.327722], [-2.174584, -1.846954, 1.814115], [0.402713, 2.697132, 3.848431], [-0.871718, -1.101985, 4.053917], [2.521525, 3.415061, 0.481086], [-0.108667, 3.869270, -4.447191], [0.455402, -0.996402, -3.575636], [-4.463172, 3.404058, 1.895778], [3.384108, 5.242584, -0.414126], [2.268740, -4.573772, 0.636005], [0.664478, -0.201865, 3.386909], [-2.474877, -6.465142, -2.680574], [3.255965, -4.269734, 2.532071], [0.130256, -4.468800, -1.886325], [0.938540, -4.913683, 1.327087], [-0.983657, -7.012189, -1.759549], [-4.550170, 1.775738, 4.100387], [-4.232639, 4.074235, 0.051131], [-4.849536, 5.120948, 2.845605], [-3.230513, 4.915838, 1.314522], [-4.117124, 0.449137, 6.273036], [-4.494773, 2.432701, 4.867894], [-3.140710, 0.491090, 2.120366], [-2.827327, 2.911662, -3.091039], [-1.093085, 3.614194, -4.853320], [0.449334, -4.021365, 1.725619], [0.896619, -1.430885, 0.085568], [0.599552, 4.085636, 0.536017], [-3.403154, -0.151848, 2.970459], [0.682895, -7.128527, -4.169038], [4.214708, -1.189786, -2.779957], [-1.029868, -5.585896, -4.439146], [3.728379, 2.544271, -2.827039], [2.157941, -6.368990, -0.353883], [-1.571828, 4.466781, -0.448071], [2.861149, -5.763502, 0.050376], [-0.653704, 2.126915, 1.411888], [1.242707, 3.802395, -0.200593], [5.414760, -3.433623, -1.690379], [-1.168358, -2.257779, 1.876768], [4.502110, 4.399376, 0.709593], [-3.575764, 3.954259, 0.920583], [-2.971007, -2.575359, 1.644605], [1.902711, -0.091949, -3.047088], [4.249240, -3.980084, 1.104583], [-1.212776, 0.150064, -4.741971], [3.235731, -6.309419, 0.822963], [-1.269321, -2.882411, -0.664681], [-1.826937, 3.507967, -0.674129], [-2.547473, 3.559269, -1.379373], [3.192299, 2.485476, 2.243859], [-1.618160, 2.233773, -4.527611], [4.223270, -1.696924, 2.041515], [-1.825292, -3.969663, -2.348051], [-6.120313, 3.884673, 3.023860], [-6.068840, 4.770555, 1.559143], [0.387622, 1.065675, -3.835354], [3.479994, 1.580391, -2.386527], [-0.580414, -5.746819, -3.455366], [1.628988, 3.762414, 2.662711], [4.508844, -1.981316, 3.056415], [-2.556233, 1.228768, 4.375810], [0.105560, 0.175082, 2.521736], [1.182835, -6.519814, -2.786392], [3.354487, -2.485777, -1.971272], [2.494639, 3.139067, -3.241039], [-2.055203, 2.248521, -3.120303], [4.418209, 2.406249, -3.662577], [3.935940, -0.647526, 2.132345], [5.442740, -2.550253, -2.066709], [-2.454652, -1.203507, 3.046230], [-1.547869, -7.711325, -3.274079], [-2.160213, -1.183529, 0.943707], [2.873262, 2.585779, -0.135862], [3.083862, -2.418532, 1.611146], [-0.539163, -4.395862, -2.750599], [0.251219, -5.374842, 0.617364], [-3.953075, -0.148132, 5.377318], [4.225318, -1.219377, -0.992636], [-0.138259, -3.737391, -3.528465], [-1.780389, -2.774378, -1.628233], [-4.287902, 2.281983, 3.250063], [1.842143, -1.356161, 0.304516], [1.523230, 4.692993, -0.601229], [5.034150, -1.726052, 1.310576], [1.117759, -0.153916, -3.794207], [-0.901823, 3.836754, 1.821187], [-1.427664, -6.771690, -2.727440], [1.223558, -1.039359, 2.952360], [-1.405638, 2.886807, 1.625763], [1.638534, 0.489923, -0.779964], [0.765273, -6.248965, -3.671940], [-2.537598, 2.056389, -5.092247], [-1.217630, -2.029951, -2.201781], [2.229782, 2.794431, 1.825095], [3.251250, -3.827536, 1.530034], [1.356604, 0.547366, 3.769174], [1.239081, 3.390666, 3.966746], [1.529444, -0.416274, -4.772399], [1.583990, 1.924670, 1.677532], [4.223431, -1.829759, -1.896001], [3.460779, 4.630656, 0.489440], [-0.118910, -0.650615, 4.471241], [-3.523631, 0.739524, 4.217857], [2.771349, 3.996606, -3.583425], [2.110665, -3.870301, -0.189112], [-1.044333, 3.744481, -5.934794], [-2.987448, 2.046115, 0.347314], [3.205398, 5.405585, 1.218273], [2.071719, 2.909251, 4.487664], [-1.708637, 4.422159, -4.451467], [-0.657761, 1.093103, -4.772650], [-1.832483, 2.612515, 2.593184], [-3.188286, -0.910092, 5.546745], [-0.251102, 1.203181, -5.782104], [-2.470634, 2.983764, 0.555430], [0.200026, 2.441904, -1.800855]], "atomic_forces_ev_per_a": [[-1.92, -0.22, 0.18], [-0.26, 1.59, -1.52], [0.06, -0.24, -0.16], [-0.11, 0.18, -0.39], [-0.32, -0.01, 0.28], [-0.27, 0.40, -0.03], [-0.25, 0.02, 0.28], [0.69, -0.53, 0.73], [0.01, 0.17, -0.34], [-0.07, 0.40, 0.72], [-0.53, 0.21, -0.06], [-0.05, -0.06, 0.60], [-0.22, 0.16, 0.39], [-0.06, -0.32, -0.65], [0.23, -0.59, 0.00], [-0.14, 0.13, 0.41], [0.39, -0.28, -0.90], [0.35, -0.59, -0.50], [-1.21, 0.93, -0.32], [0.47, -0.68, -0.11], [0.14, 0.38, 0.69], [-0.03, 0.10, 0.18], [0.15, 0.22, 0.08], [0.16, 0.82, 0.13], [-0.32, 0.11, 0.20], [0.29, -0.25, -1.69], [0.38, 0.57, -0.37], [-0.45, 0.38, 0.03], [0.33, 0.14, -0.35], [-0.04, -0.19, 0.10], [0.15, -0.17, 0.18], [0.17, 0.07, -0.14], [0.42, 0.60, 0.05], [0.36, 0.62, -0.39], [0.01, 0.10, -0.12], [-0.38, 0.94, 0.11], [-0.26, -0.29, -0.02], [-0.58, 0.70, -1.13], [0.10, 0.07, -0.23], [-0.30, 0.32, 0.19], [0.04, 0.05, -0.05], [0.45, -0.47, 0.10], [-0.19, 0.19, -0.08], [0.03, 0.13, -0.18], [1.00, -0.27, 0.58], [-0.07, 0.02, -0.26], [-0.32, 0.04, -0.84], [-0.30, 0.05, 0.13], [-0.19, -0.40, 0.10], [-0.01, -0.26, -0.29], [-1.62, -0.31, 0.53], [0.34, -0.41, -0.16], [-0.15, 0.16, 0.01], [0.08, -0.29, -0.02], [0.02, -0.11, 0.10], [0.19, -0.19, -0.16], [0.19, -0.14, -0.03], [0.64, -0.26, 0.09], [0.18, 0.17, -0.11], [-0.02, -0.27, 0.14], [-0.44, 0.74, 0.45], [-0.44, 0.34, 0.27], [0.07, -0.73, -0.29], [0.38, -0.34, 0.13], [0.45, -0.01, -0.46], [0.14, 1.12, 1.24], [0.14, 0.06, 0.09], [-0.86, -0.68, 0.06], [0.10, 1.16, -0.70], [0.37, -0.34, -0.16], [0.31, -0.47, 0.28], [-0.38, 0.40, 0.28], [0.03, 0.20, 0.11], [-0.10, 0.04, 0.30], [0.04, 0.40, 0.22], [-0.15, -0.81, -0.26], [-0.28, -0.17, -0.22], [-0.25, -0.02, -0.17], [0.15, 0.06, 0.18], [0.45, 0.72, 0.62], [0.66, -0.02, -0.21], [-0.03, 0.41, 0.21], [0.56, 0.17, 0.13], [-0.93, 0.13, -0.44], [-0.04, -0.41, -0.46], [-0.01, -0.13, 0.08], [0.99, -0.50, 0.01], [-0.16, -0.08, 0.10], [0.29, 0.52, 0.42], [0.28, 0.11, 0.33], [-0.58, 0.12, 0.56], [0.17, -0.91, 0.26], [-0.56, 0.00, -0.60], [0.19, -0.41, 0.16], [-0.11, -0.82, -0.45], [-0.09, 0.16, -0.23], [-0.87, -0.28, -0.25], [0.35, 0.04, 0.14], [-0.16, -0.55, 0.74], [2.11, 0.86, -0.16], [0.46, 0.13, -0.10], [0.38, -0.09, -0.65], [-0.29, 0.37, 0.10], [0.12, 0.32, 0.64], [1.43, -0.47, 0.13], [0.02, 0.01, -0.17], [0.18, -0.92, -0.30], [0.20, 0.47, -0.11], [0.03, -0.11, 0.10], [0.61, -0.41, -0.86], [-0.09, 0.56, 0.47], [-0.22, 0.12, -0.46], [-0.29, -1.00, 1.02], [-0.51, 0.11, -0.13], [-0.42, -0.06, -0.05], [0.11, 0.10, 0.03], [0.50, -0.26, -0.07], [-0.40, -0.50, 0.48], [-0.07, -0.19, 0.03], [-0.45, -0.23, -0.15], [-0.24, -0.30, -0.51], [-0.19, -0.06, -0.07], [0.10, 0.17, 0.38], [0.08, -0.08, -0.06], [0.29, 0.55, 0.33], [-0.52, -1.63, 1.99]], "total_charge": 1, "e_homo_ha": -0.3951, "total_energy_ha": -2360.0057}